[1]
12
Properties=species:S:1:pos:R:3:mulliken_charge:R:1 method="wB97M-V/def2-TZVPD" e_above_lowest_ev=3.903 lumo_ha=0.0263 smiles=OCc1nc[nH]n1
O -1.13202 1.04145 0.34549 -0.540
C -1.67345 -0.26380 0.01074 -0.282
C -0.31754 -0.86332 -0.24858 0.390
N 0.26740 -0.24438 -1.29150 -0.568
N 1.37882 0.23564 -0.76483 0.214
C 1.41804 -0.04047 0.57761 -0.305
N 0.45685 -0.89236 0.87742 -0.489
H -0.06913 0.96382 0.68464 0.475
H -2.30629 -0.26532 -0.89709 0.265
H -2.23382 -0.73183 0.83369 0.248
H 1.96033 0.83695 -1.33304 0.209
H 2.25081 0.22361 1.20545 0.383

[2]
11
Properties=species:S:1:pos:R:3:mulliken_charge:R:1 method="wB97M-V/def2-TZVPD" e_above_lowest_ev=4.639 lumo_ha=0.0109
N -2.24649 0.51547 -0.57314 -0.522
C -1.01451 0.75896 -0.55479 0.072
C 0.85177 -0.04886 1.79832 -0.266
O 1.39861 0.09567 0.61637 -0.227
C 0.80593 -0.72596 -0.40693 -0.152
O -0.04623 0.02259 -1.20989 -0.380
H -2.43835 -0.34975 -1.08194 0.276
H -0.61837 1.64163 -0.05396 0.393
H 1.41227 0.70167 2.40581 0.186
H 1.61764 -1.07528 -1.04525 0.234
H 0.27773 -1.53615 0.10541 0.385

[3]
18
Properties=species:S:1:pos:R:3:mulliken_charge:R:1 method="wB97M-V/def2-TZVPD" e_above_lowest_ev=3.522 lumo_ha=0.0087 smiles="C[C@@H](O)SO.C=CO"
C -2.05204 1.97486 -0.07049 -0.592
C 1.61031 -1.86654 0.64780 -1.118
C -1.32035 2.11213 1.03749 -0.077
C 1.15882 -0.62573 -0.12257 0.139
O -0.93113 -2.18116 -1.26888 -0.530
O -0.04501 2.72623 0.97386 -0.512
O 1.71001 -0.28556 -1.31997 -0.537
S -0.72670 -0.90903 -0.10605 0.014
H -1.56690 -1.62186 -1.85983 0.350
H -1.63298 1.96243 -1.10673 0.241
H -3.00268 1.39015 0.02623 0.265
H 1.89853 -2.75126 0.02487 0.299
H 2.60046 -1.61106 1.13051 0.298
H 0.84278 -2.24012 1.30266 0.380
H -1.67500 2.12058 2.05925 0.338
H 1.28072 0.23776 0.52340 0.334
H 0.36089 2.65074 0.07006 0.319
H 1.49030 -1.08255 -1.94160 0.391

[4]
15
Properties=species:S:1:pos:R:3:mulliken_charge:R:1 method="wB97M-V/def2-TZVPD" e_above_lowest_ev=4.032 lumo_ha=0.0219
C -2.82647 0.31305 -0.31891 -0.604
O -1.66764 0.25822 0.50907 -0.317
C -0.63161 -0.41435 -0.01672 0.821
O -0.66493 -0.96028 -1.09710 -0.575
C 0.57412 -0.31518 0.86731 -0.899
C 2.51394 0.60227 -0.70770 -0.377
O 3.47421 -0.07176 -0.10972 -0.330
H -3.16410 -0.69690 -0.56350 0.284
H -3.57547 0.84636 0.26648 0.223
H -2.60344 0.84930 -1.24564 0.282
H 0.33102 -0.03648 1.89346 0.347
H 1.15236 -1.24264 0.81864 0.303
H 2.01188 -0.15509 -1.35204 0.185
H 1.18464 0.53014 0.46185 0.280
H 3.90478 0.53023 0.51845 0.379

[5]
8
Properties=species:S:1:pos:R:3:mulliken_charge:R:1 method="wB97M-V/def2-TZVPD" spin_multiplicity=2 e_above_lowest_ev=3.215 lumo_ha="-0.2610 / -0.3744" total_charge=+1
C -0.97095 -0.52839 -0.32456 -0.889
C -0.01128 0.24811 0.44901 0.265
N 1.27772 0.40722 0.17394 -0.232
H -1.05838 -1.53142 -0.71187 0.478
H -0.82627 -0.21683 -1.93751 0.413
H -1.96495 -0.27167 0.01588 0.292
H -0.51358 0.71448 1.29538 0.363
H 1.12816 0.10623 -0.81007 0.311

[6]
13
Properties=species:S:1:pos:R:3:mulliken_charge:R:1 method="wB97M-V/def2-TZVPD" e_above_lowest_ev=0.643 lumo_ha=0.0327
C -0.63472 0.56865 0.50501 -0.576
C -0.39685 -0.83762 -0.00937 0.622
H -0.13677 1.42189 -1.32868 0.206
H -0.12780 2.47313 -0.03507 0.193
H -1.72603 0.75144 0.52321 0.325
H -0.30641 0.63072 1.54860 0.280
H -2.11192 -1.55269 0.38376 0.230
H 0.94178 -2.13186 -0.61899 0.348
H 2.49701 0.57382 -0.49498 0.127
N 0.04849 1.51958 -0.31540 -0.494
N -1.20173 -1.81761 0.01417 -0.777
N 0.88319 -1.10853 -0.43746 -0.312
S 2.27176 -0.49091 0.26519 -0.171